50
Properties=species:S:1:pos:R:3:forces:R:3 method="wB97M-V/def2-TZVPD" homo_ev="-0.253 / -4.240" charge=-1 s_squared=0.75 energy_ev=-41385.892 multiplicity=2 e_lumo_ev="2.08 / 2.08"
C -0.89686 -1.81245 -7.68941 0.46 0.69 0.49
O -1.16523 -1.38022 -6.32699 0.57 0.03 -0.67
C -0.22526 -1.61329 -5.38400 2.55 -1.83 -0.31
O 0.83876 -2.27844 -5.51728 -3.49 2.32 0.40
O -0.69030 -1.01719 -4.29713 -0.28 0.20 -0.32
C -0.04103 -0.97033 -3.03097 -0.14 -0.63 0.43
H 0.16291 -1.69954 -7.91796 0.22 -1.10 0.45
H -1.26045 -1.08641 -8.41659 -1.01 0.10 0.53
H -1.37588 -2.78449 -7.80676 0.55 0.00 -0.33
H 0.97782 -1.35608 -3.06620 0.01 0.38 -0.12
H -0.61364 -1.58634 -2.33761 0.03 -0.35 -0.14
H -0.17440 0.03477 -2.63086 0.55 0.12 -0.36
C 2.84521 7.70950 5.47785 -1.43 1.49 -0.05
O 2.48697 6.33798 5.49625 -0.45 -1.11 -0.21
C 1.34828 5.89107 4.86697 -1.10 2.22 -3.39
O 0.50768 6.62887 4.24887 3.05 -2.85 3.11
O 1.45495 4.54340 4.77221 -0.75 0.82 0.32
C 0.28896 3.72263 4.51149 -1.30 -0.43 0.89
H 2.63035 8.17706 4.51695 -0.05 -0.23 -0.10
H 3.85488 8.00363 5.76447 0.38 -1.40 -0.18
H 2.26021 8.24939 6.22243 -0.43 -0.04 -0.03
H -0.64322 4.20741 4.22143 0.61 0.88 -0.48
H -0.03155 3.25481 5.44236 0.53 0.05 0.42
H 0.42364 2.86773 3.84883 0.98 0.57 -0.34
C -3.01881 -0.88772 -1.16361 0.18 0.78 2.02
O -3.20320 -2.16914 -1.70113 1.12 -1.00 1.57
C -3.72148 -2.25730 -2.86928 -1.39 3.01 -3.47
O -4.23411 -1.31888 -3.48097 0.38 -1.28 0.73
O -3.53595 -3.45008 -3.36781 0.87 -2.29 -1.01
C -3.81462 -3.76139 -4.74294 -2.10 0.14 -0.85
H -2.52552 -0.16114 -1.80926 -0.62 -0.18 -0.31
H -2.36827 -0.99043 -0.29508 0.38 -0.43 -0.28
H -3.92493 -0.56102 -0.65341 -0.34 0.46 -0.82
H -3.67330 -4.80402 -5.02761 0.84 -0.08 1.05
H -3.43129 -3.16855 -5.57342 0.98 0.62 0.85
H -4.88165 -3.67280 -4.94717 -0.36 0.31 0.50
C 0.56238 -0.90643 1.18477 0.49 0.83 0.05
N 0.34458 0.52609 0.89986 2.10 1.12 2.15
O -0.58638 0.79885 0.20367 -1.22 0.86 -1.26
O 1.08057 1.35116 1.48354 -1.27 -1.11 -1.22
H 1.41878 -0.90515 1.85907 -0.20 -0.79 0.13
H 0.76606 -1.34703 0.20882 -0.10 -0.36 0.30
H -0.40552 -1.17703 1.60671 0.40 -0.65 0.07
C 4.12887 -3.50491 5.23606 -0.58 -0.31 -1.11
N 3.27082 -3.06386 4.13151 2.71 -1.12 2.97
O 3.29999 -1.87359 3.84631 0.29 4.79 -0.78
O 2.53712 -3.84668 3.56081 -3.11 -3.76 -2.04
H 5.06353 -2.97505 5.05230 0.16 -0.07 0.69
H 4.23537 -4.58865 5.18845 0.23 -0.01 -0.29
H 3.65423 -3.32891 6.20138 0.10 0.60 0.36